Record 1
ORCA calculation (ωB97M-V/def2-TZVPD) on a structure of composition C11H18ErN4O6 at a distorted geometry.

Results
Total charge: +1
2S+1: 4
⟨S²⟩: 3.75
DFT total energy, eV: -57558.662

Cartesian coordinates (Å):
Er (-0.095, 0.747, 1.532)
N (1.939, -1.156, 0.974)
C (2.095, -2.458, 1.657)
C (1.792, -2.308, 3.140)
O (2.508, -2.581, 4.048)
N (0.509, -1.707, 3.368)
C (0.374, -0.769, 4.478)
C (0.495, 0.598, 3.744)
O (-0.449, 1.390, 3.731)
O (1.469, 0.688, 2.944)
H (2.023, -1.319, -0.029)
H (2.736, -0.570, 1.242)
H (3.113, -2.859, 1.574)
H (1.385, -3.172, 1.225)
H (1.179, -0.934, 5.194)
H (-0.608, -0.859, 4.950)
O (-1.252, -0.874, 2.379)
N (-0.290, -1.673, 2.333)
C (-1.482, -1.528, -3.594)
C (-0.431, -0.470, -3.230)
C (-0.794, 0.897, -3.832)
C (0.966, -0.918, -3.695)
C (-0.371, -0.299, -1.808)
N (-0.255, -0.130, -0.675)
H (-1.506, -1.637, -4.676)
H (-2.471, -1.231, -3.256)
H (-1.238, -2.492, -3.155)
H (-0.829, 0.808, -4.915)
H (-0.051, 1.646, -3.566)
H (-1.767, 1.228, -3.479)
H (0.956, -1.028, -4.777)
H (1.235, -1.876, -3.255)
H (1.721, -0.181, -3.430)
C (-2.195, 4.462, 0.243)
O (-0.828, 4.016, 0.282)
C (-0.539, 2.805, 0.664)
O (-1.473, 1.998, 0.971)
H (-2.303, 5.081, -0.644)
H (-2.393, 5.059, 1.131)
H (-2.875, 3.609, 0.212)

Cartesian forces, eV/Å:
Er 2.457 -0.539 -3.059
N 0.486 0.033 -0.146
C 0.311 -0.097 -0.110
C 0.526 -0.596 -0.794
O -0.247 0.177 -0.079
N -1.112 0.264 0.368
C -0.383 0.822 0.140
C 0.422 -0.299 2.917
O -0.237 0.202 0.278
O 1.626 -0.046 0.978
H -0.051 0.066 0.222
H -0.227 -0.123 -0.138
H -0.295 0.025 0.101
H 0.173 0.110 0.089
H -0.082 -0.121 -0.202
H 0.193 -0.012 -0.117
O -0.059 -1.667 1.069
N -0.015 -1.379 0.369
C 0.007 0.046 0.143
C -0.011 -0.094 -1.123
C 0.010 -0.031 0.041
C -0.052 0.039 0.046
C 0.185 0.132 1.586
N -0.277 -0.225 -1.032
H 0.016 0.010 -0.069
H -0.091 0.020 0.014
H 0.012 -0.081 0.017
H 0.007 -0.022 -0.077
H 0.038 0.067 -0.017
H -0.080 0.040 -0.002
H -0.009 -0.003 -0.078
H 0.024 -0.088 0.010
H 0.069 0.058 -0.008
C -0.567 -0.059 -0.022
O 0.369 -0.351 0.008
C 0.480 0.813 -0.295
O -3.814 2.809 -1.030
H 0.069 -0.058 0.046
H 0.060 -0.043 -0.006
H 0.069 0.199 -0.037


Record 2
ORCA calculation (ωB97M-V/def2-TZVPD) on the molecule C11H18N4O3 at a distorted geometry.

Results
2S+1: 1
SMILES string: CC(C)[C@H](N)C(=O)N[C@@H](Cc1c[nH]cn1)C(=O)O
DFT total energy, eV: -23803.046

Cartesian coordinates (Å):
C (-2.521, 1.467, 0.729)
C (-2.827, 0.165, 1.480)
C (-3.390, 0.473, 2.826)
C (-1.550, -0.796, 1.528)
N (-0.440, -0.244, 2.223)
C (-1.185, -1.356, 0.122)
O (-1.782, -2.289, -0.368)
N (-0.205, -0.646, -0.502)
C (0.467, -1.147, -1.678)
C (0.992, -0.047, -2.618)
C (2.147, 0.741, -1.985)
C (3.304, 1.183, -2.512)
N (3.969, 1.872, -1.481)
C (3.157, 1.746, -0.386)
N (2.033, 1.113, -0.601)
C (1.652, -2.110, -1.354)
O (2.316, -2.656, -2.193)
O (1.740, -2.451, -0.039)
H (-1.749, 1.977, 1.320)
H (-2.131, 1.312, -0.274)
H (-3.388, 2.119, 0.746)
H (-3.567, -0.425, 0.914)
H (-4.284, 1.121, 2.848)
H (-2.631, 0.978, 3.425)
H (-3.655, -0.414, 3.357)
H (-1.939, -1.719, 1.989)
H (0.351, -0.901, 2.351)
H (-0.715, 0.107, 3.124)
H (0.184, -0.014, 0.109)
H (-0.252, -1.805, -2.174)
H (1.332, -0.447, -3.592)
H (0.155, 0.660, -2.787)
H (3.684, 0.997, -3.505)
H (4.895, 2.263, -1.554)
H (3.367, 2.304, 0.520)
H (2.465, -3.130, -0.005)

Cartesian forces, eV/Å:
C 0.516 -0.147 0.881
C 0.688 -0.579 -1.843
C 0.091 0.621 0.868
C -1.960 -1.216 -0.305
N 1.482 0.223 0.094
C -0.232 1.055 0.045
O -0.100 -0.350 -0.034
N -1.310 -1.905 -1.130
C 0.977 -0.308 0.339
C 0.349 0.871 0.129
C -1.617 -0.509 1.360
C 0.381 0.155 0.336
N -0.972 -1.023 -0.687
C 0.013 0.962 0.263
N 1.258 -0.048 -1.987
C -1.025 -0.596 0.366
O 0.171 0.434 -0.037
O 0.932 -0.351 -0.433
H 0.020 0.094 -0.290
H -0.179 0.021 -0.065
H -0.204 0.048 -0.315
H 0.202 0.172 0.083
H 0.413 -0.198 -0.434
H -0.018 0.203 0.185
H -0.209 -0.829 0.435
H 0.020 0.090 0.176
H -0.875 0.498 -0.161
H 0.041 0.082 0.222
H 1.793 2.012 1.104
H 0.032 0.176 -0.138
H -0.332 0.012 0.583
H 0.357 -0.377 -0.086
H 0.227 0.279 0.203
H -0.235 0.006 0.260
H 0.160 -0.337 0.015
H -0.855 0.761 -0.002